1.
{
  "formula": "C16H22NOs",
  "method": "ωB97M-V with the def2-TZVPD basis set",
  "elements": ["C", "C", "C", "C", "H", "H", "H", "H", "H", "H", "H", "H", "H", "C", "C", "C", "H", "C", "C", "H", "H", "H", "H", "C", "C", "C", "H", "C", "C", "H", "H", "H", "H", "Os", "C", "C", "N", "H", "H", "H"],
  "xyz": [[0.628, -1.729, -1.934], [0.503, -3.098, -1.310], [-0.290, -1.544, -3.121], [2.074, -1.550, -2.344], [0.002, -2.201, -3.959], [-0.256, -0.511, -3.489], [-1.330, -1.773, -2.868], [0.949, -3.882, -1.945], [-0.538, -3.382, -1.131], [1.039, -3.119, -0.353], [2.405, -2.368, -3.008], [2.726, -1.571, -1.463], [2.243, -0.614, -2.884], [-1.719, 0.500, 1.196], [-2.331, 0.151, -0.038], [-1.985, -1.200, -0.309], [-2.943, 0.789, -0.669], [-1.149, -1.664, 0.755], [-0.955, -0.597, 1.665], [-0.328, -0.610, 2.552], [-1.847, 1.435, 1.728], [-2.311, -1.768, -1.172], [-0.717, -2.650, 0.855], [1.307, 1.443, 0.541], [0.095, 2.136, 0.297], [-0.213, 2.063, -1.089], [-0.471, 2.671, 1.049], [0.847, 1.359, -1.717], [1.792, 0.990, -0.709], [2.716, 0.445, -0.856], [1.767, 1.281, 1.512], [-1.096, 2.457, -1.584], [0.914, 1.143, -2.778], [-0.178, 0.075, -0.251], [-0.453, 3.178, 5.040], [0.203, 2.104, 4.317], [0.771, 1.233, 3.794], [-1.471, 3.328, 4.653], [0.111, 4.114, 4.919], [-0.513, 2.937, 6.110]],
  "lumo_energy_ha": [-0.0788, -0.2082],
  "orbital_gap_ev": [6.6, 7.4],
  "s2": 6.017,
  "e_homo_ev": [-8.735, -13.051],
  "total_charge": 1,
  "fmax_ha_per_bohr": 0.092,
  "e_tot_ha": -767.7997,
  "multiplicity": 5
}

***

2.
{
  "formula": "C2HBrClIO",
  "method": "ωB97M-V with the def2-TZVPD basis set",
  "elements": ["C", "C", "O", "Cl", "Br", "I", "H"],
  "xyz": [[0.384, -0.359, 0.828], [-0.190, 0.274, -0.527], [0.690, 0.301, 1.777], [0.648, -2.097, 0.546], [0.031, 2.239, -0.426], [-2.090, -0.446, -0.799], [0.528, 0.089, -1.399]],
  "lumo_energy_ha": -0.0075,
  "orbital_gap_ev": 9.9,
  "e_homo_ev": -10.113,
  "de_lowest_ev": 0.000,
  "fmax_ha_per_bohr": 0.057,
  "e_tot_ha": -3483.9313
}

***

3.
{
  "formula": "C2H16NO4",
  "method": "ωB97M-V with the def2-TZVPD basis set",
  "elements": ["C", "C", "N", "H", "H", "H", "H", "H", "H", "H", "H", "H", "H", "O", "H", "H", "O", "H", "H", "O", "H", "H", "O"],
  "xyz": [[-0.236, -0.163, -1.594], [0.735, -0.983, -0.711], [0.057, -1.466, 0.483], [0.292, 0.435, -2.335], [-0.616, 0.524, -0.825], [-1.089, -0.721, -1.969], [1.500, -0.312, -0.332], [1.201, -1.879, -1.147], [-0.424, -0.770, 1.065], [-0.685, -2.113, 0.182], [1.525, 1.269, 1.811], [-2.402, 2.126, -0.025], [-1.245, 1.147, 1.458], [-1.843, 1.351, 0.174], [2.228, 1.229, 1.582], [-1.141, 1.151, 3.064], [-1.012, 0.599, 2.285], [3.975, 1.089, -0.929], [4.327, -0.326, -1.242], [3.599, 0.207, -0.952], [-2.449, -0.169, 0.214], [-3.624, -1.180, -0.079], [-2.672, -1.046, -0.180]],
  "lumo_energy_ha": -0.3713,
  "orbital_gap_ev": 4.6,
  "e_homo_ev": -14.699,
  "de_lowest_ev": 9.731,
  "total_charge": 1,
  "fmax_ha_per_bohr": 0.096,
  "e_tot_ha": -440.9498
}

***

4.
{
  "formula": "C21H24N2O5S2",
  "method": "ωB97M-V with the def2-TZVPD basis set",
  "elements": ["C", "O", "C", "C", "C", "C", "C", "C", "O", "C", "H", "H", "H", "H", "C", "H", "H", "C", "N", "C", "O", "C", "C", "H", "H", "S", "O", "O", "C", "C", "C", "C", "C", "C", "H", "H", "N", "C", "C", "H", "H", "H", "S", "H", "H", "H", "H", "H", "H", "H", "H", "H", "H", "H"],
  "xyz": [[0.744, -2.962, -3.056], [-0.008, -1.772, -2.960], [-0.686, -1.442, -1.826], [-1.472, -0.300, -1.952], [-2.236, 0.186, -0.910], [-2.219, -0.459, 0.315], [-1.433, -1.595, 0.456], [-0.673, -2.107, -0.586], [0.103, -3.240, -0.450], [-0.086, -4.044, 0.688], [0.293, -3.562, 1.596], [0.484, -4.954, 0.499], [-1.139, -4.305, 0.827], [-1.420, -2.090, 1.415], [-3.025, 0.040, 1.484], [-3.436, -0.810, 2.032], [-3.856, 0.650, 1.127], [-2.189, 0.869, 2.458], [-1.896, 2.182, 1.917], [-0.999, 2.993, 2.502], [-0.372, 2.691, 3.501], [-0.835, 4.353, 1.821], [0.283, 4.350, 0.793], [0.530, 5.358, 0.468], [1.180, 3.858, 1.160], [-0.212, 3.492, -0.755], [0.192, 4.315, -1.862], [-1.622, 3.177, -0.676], [0.737, 1.965, -0.834], [0.904, 1.195, 0.296], [1.656, 0.041, 0.170], [2.237, -0.332, -1.066], [2.045, 0.469, -2.188], [1.292, 1.616, -2.060], [1.123, 2.275, -2.896], [2.481, 0.178, -3.129], [2.959, -1.487, -1.016], [2.966, -2.018, 0.144], [3.654, -3.280, 0.488], [4.185, -3.179, 1.433], [2.923, -4.081, 0.593], [4.350, -3.540, -0.304], [2.057, -1.130, 1.382], [0.480, 1.475, 1.245], [-1.767, 4.642, 1.333], [-0.597, 5.077, 2.603], [-2.222, 2.409, 0.984], [-1.250, 0.354, 2.694], [-2.733, 1.001, 3.401], [-2.833, 1.070, -1.061], [-1.473, 0.193, -2.910], [1.604, -2.950, -2.383], [0.133, -3.845, -2.857], [1.093, -2.989, -4.088]],
  "lumo_energy_ha": 0.0096,
  "orbital_gap_ev": 8.3,
  "e_homo_ev": -8.034,
  "de_lowest_ev": 0.705,
  "fmax_ha_per_bohr": 0.022,
  "e_tot_ha": -2096.7277,
  "smiles": "COc1ccc(CCNC(=O)CCS(=O)(=O)c2ccc3nc(C)sc3c2)cc1OC"
}

***

5.
{
  "formula": "C30H56F9I2N4O10S",
  "method": "ωB97M-V with the def2-TZVPD basis set",
  "elements": ["C", "C", "I", "C", "I", "N", "C", "C", "C", "C", "C", "C", "C", "F", "F", "C", "F", "F", "S", "F", "F", "F", "F", "F", "N", "O", "C", "N", "C", "C", "C", "C", "C", "C", "N", "H", "H", "H", "H", "H", "H", "H", "H", "H", "H", "H", "H", "H", "H", "H", "H", "H", "H", "H", "H", "H", "H", "H", "H", "H", "H", "H", "H", "H", "H", "H", "H", "C", "C", "O", "C", "O", "O", "C", "H", "H", "H", "H", "H", "H", "H", "H", "C", "C", "O", "C", "O", "O", "C", "H", "H", "H", "H", "H", "H", "H", "H", "C", "C", "O", "C", "O", "O", "C", "H", "H", "H", "H", "H", "H", "H", "H"],
  "xyz": [[2.117, -1.128, 5.006], [1.377, -2.250, 5.730], [2.660, -3.148, 7.171], [0.681, -3.248, 4.769], [1.865, -4.985, 4.297], [0.197, -2.475, 3.565], [-1.054, -1.761, 3.975], [-2.203, -2.522, 3.300], [-3.421, -2.935, 4.110], [-3.964, -1.791, 4.987], [-5.282, -1.199, 4.460], [-5.516, 0.279, 4.787], [-6.318, 0.621, 6.033], [-6.607, 1.951, 5.968], [-7.502, -0.026, 6.033], [-5.558, 0.462, 7.422], [-4.246, 0.451, 7.150], [-5.799, 1.521, 8.169], [-5.969, -1.052, 8.523], [-5.650, -0.240, 9.839], [-4.463, -1.577, 8.502], [-6.255, -1.926, 7.214], [-7.473, -0.560, 8.553], [-6.371, -2.298, 9.397], [-1.515, -3.650, 2.595], [-2.234, -3.965, 1.420], [-0.199, -3.266, 2.487], [0.644, -3.584, 1.540], [0.358, -4.605, 0.513], [1.965, -2.918, 1.445], [1.899, -1.623, 0.617], [3.093, -1.495, -0.343], [3.421, -0.037, -0.733], [4.814, 0.457, -0.262], [4.842, 1.668, 0.561], [2.749, -1.518, 4.206], [2.739, -0.571, 5.704], [1.402, -0.426, 4.568], [0.578, -1.818, 6.336], [-0.188, -3.687, 5.262], [-1.141, -1.760, 5.061], [-1.014, -0.718, 3.665], [-2.578, -1.878, 2.491], [-4.193, -3.236, 3.396], [-3.177, -3.823, 4.701], [-4.107, -2.184, 5.995], [-3.233, -0.983, 5.099], [-6.123, -1.800, 4.802], [-5.254, -1.268, 3.368], [-4.583, 0.844, 4.804], [-6.131, 0.717, 3.995], [-1.923, -3.374, 0.719], [-0.274, -5.385, 0.930], [-0.159, -4.164, -0.340], [1.305, -5.015, 0.173], [2.337, -2.719, 2.442], [2.625, -3.642, 0.966], [1.936, -0.774, 1.308], [0.958, -1.572, 0.062], [3.972, -1.963, 0.108], [2.878, -2.058, -1.256], [2.673, 0.642, -0.311], [3.370, 0.060, -1.819], [5.302, -0.328, 0.321], [5.445, 0.648, -1.133], [4.465, 1.477, 1.482], [4.263, 2.392, 0.152], [7.052, -4.598, -4.777], [5.949, -4.703, -3.749], [5.066, -3.565, -3.794], [4.157, -3.595, -4.769], [3.984, -4.487, -5.554], [3.457, -2.461, -4.714], [2.459, -2.324, -5.734], [7.591, -3.658, -4.662], [7.756, -5.421, -4.653], [6.648, -4.641, -5.787], [6.356, -4.692, -2.740], [5.368, -5.615, -3.877], [1.800, -3.189, -5.761], [2.923, -2.188, -6.708], [1.894, -1.433, -5.476], [5.130, 2.028, -5.773], [4.094, 1.915, -4.676], [3.214, 3.048, -4.656], [2.231, 3.011, -5.556], [2.004, 2.105, -6.316], [1.536, 4.138, -5.457], [0.460, 4.261, -6.395], [5.674, 2.968, -5.683], [5.840, 1.203, -5.705], [4.660, 1.999, -6.755], [4.583, 1.909, -3.703], [3.512, 0.998, -4.770], [-0.190, 3.391, -6.355], [0.850, 4.385, -7.403], [-0.094, 5.148, -6.103], [-5.897, 7.421, -5.218], [-4.887, 7.314, -6.339], [-3.794, 8.232, -6.161], [-2.860, 7.850, -5.298], [-2.830, 6.809, -4.691], [-1.944, 8.814, -5.225], [-0.882, 8.563, -4.301], [-6.239, 8.450, -5.112], [-6.758, 6.788, -5.431], [-5.462, 7.105, -4.271], [-5.331, 7.600, -7.290], [-4.497, 6.301, -6.433], [-0.419, 7.598, -4.494], [-1.256, 8.593, -3.279], [-0.162, 9.360, -4.457]],
  "lumo_energy_ha": -0.1220,
  "orbital_gap_ev": 8.0,
  "e_homo_ev": -11.322,
  "total_charge": 1,
  "fmax_ha_per_bohr": 0.027,
  "e_tot_ha": -4040.1629
}

***

6.
{
  "formula": "C3H7PS",
  "method": "ωB97M-V with the def2-TZVPD basis set",
  "elements": ["C", "C", "C", "P", "S", "H", "H", "H", "H", "H", "H", "H"],
  "xyz": [[-0.504, 0.245, -0.048], [0.952, 0.154, -0.432], [-0.962, -0.825, 0.922], [-1.756, 0.806, -1.283], [-1.152, 1.908, 0.372], [1.112, -0.740, -1.034], [1.572, 0.082, 0.464], [1.265, 1.023, -1.004], [-2.037, -0.761, 1.084], [-0.465, -0.689, 1.884], [-0.719, -1.814, 0.540], [-0.675, 1.482, -2.388]],
  "lumo_energy_ha": 0.0257,
  "orbital_gap_ev": 9.4,
  "e_homo_ev": -8.734,
  "de_lowest_ev": 0.160,
  "fmax_ha_per_bohr": 0.056,
  "e_tot_ha": -858.0161,
  "smiles": "CC1(C)PS1"
}